{"formula": "C26H94O21", "method": "wB97M-V/def2-TZVPD", "charge": 0, "e_lumo_ev": 0.067, "mol_weight_da": 743.02, "orbital_gap_ev": 9.56, "de_lowest_ev": 1.6680, "spin_multiplicity": 1, "species": ["O", "O", "O", "O", "O", "O", "O", "O", "O", "O", "O", "O", "O", "O", "O", "O", "O", "O", "O", "O", "O", "C", "C", "C", "C", "C", "C", "C", "C", "C", "C", "C", "C", "C", "C", "C", "C", "C", "C", "C", "C", "C", "C", "C", "C", "C", "C", "H", "H", "H", "H", "H", "H", "H", "H", "H", "H", "H", "H", "H", "H", "H", "H", "H", "H", "H", "H", "H", "H", "H", "H", "H", "H", "H", "H", "H", "H", "H", "H", "H", "H", "H", "H", "H", "H", "H", "H", "H", "H", "H", "H", "H", "H", "H", "H", "H", "H", "H", "H", "H", "H", "H", "H", "H", "H", "H", "H", "H", "H", "H", "H", "H", "H", "H", "H", "H", "H", "H", "H", "H", "H", "H", "H", "H", "H", "H", "H", "H", "H", "H", "H", "H", "H", "H", "H", "H", "H", "H", "H", "H", "H"], "xyz": [[-0.38, -3.83, -4.15], [1.54, -2.07, -2.89], [-2.27, 1.14, 4.90], [2.15, -4.29, -1.15], [-3.26, 4.76, -3.94], [6.26, 1.21, -2.42], [-0.46, -0.41, -0.50], [-0.80, -4.73, -0.07], [4.89, 2.57, 1.58], [6.16, -0.60, -0.16], [0.15, -3.44, 5.41], [-2.39, -2.41, 0.22], [-0.52, 4.03, 0.84], [0.41, 2.23, -1.25], [0.93, 6.09, -0.55], [-4.69, -3.30, -1.42], [-3.51, -0.76, -2.91], [-5.83, 1.55, 0.60], [1.11, 2.89, -4.04], [1.63, -5.14, 1.58], [3.88, -0.83, 3.01], [-1.85, -6.85, 0.44], [0.01, -3.90, 4.10], [3.48, 4.05, 0.29], [-2.81, 4.60, -2.59], [-1.82, 0.27, -4.24], [-3.36, -2.77, 2.37], [3.72, 2.72, 0.95], [2.80, -0.98, 2.09], [-4.44, 2.59, 2.33], [4.43, 2.57, -3.37], [-2.81, 0.46, -3.05], [-6.40, -4.92, -1.99], [0.24, 3.78, 2.96], [-5.38, -4.42, -0.92], [0.15, 0.35, 5.34], [-1.23, -5.96, -0.65], [4.80, -2.50, -0.90], [0.66, 7.20, 0.45], [6.01, -2.01, -0.06], [-2.22, -2.07, 1.53], [1.91, -1.20, -3.88], [-0.01, 3.13, 1.74], [-4.60, 2.20, 0.92], [5.10, 1.29, -3.19], [-1.36, 0.04, 5.15], [1.89, 8.04, 0.66], [0.54, 1.03, 4.58], [2.99, -1.17, -4.01], [-0.20, 7.73, 0.03], [2.35, 8.28, -0.30], [-5.14, 3.36, 2.66], [-4.15, -0.56, -2.21], [-2.42, 0.56, -5.11], [4.74, -2.02, -1.87], [-0.34, -4.77, -4.35], [5.06, -3.54, -1.13], [-4.13, -2.94, -0.73], [-3.66, 1.71, 0.70], [2.06, -0.19, 2.23], [-4.59, 3.05, 0.24], [-2.26, -7.81, 0.12], [3.61, -0.94, 3.92], [1.63, 8.96, 1.18], [-2.67, -6.50, 1.07], [0.41, 6.91, 1.48], [-1.30, 4.38, 1.28], [-3.20, -3.06, 3.41], [-1.29, -3.67, -3.92], [1.43, -1.38, -4.84], [-1.34, -0.68, 4.33], [2.24, -1.90, 2.30], [-1.50, -4.08, -0.12], [3.47, 2.45, -3.88], [4.27, 3.06, -2.41], [4.88, 1.69, 1.95], [6.88, -2.55, -0.43], [0.04, 3.04, -0.87], [-3.11, 5.43, -1.95], [0.41, -0.69, -0.80], [-3.66, -3.75, 2.01], [5.40, 0.91, -4.17], [-1.03, 1.01, -4.17], [-0.67, 2.27, 1.90], [2.45, 4.01, -0.08], [0.78, 3.25, -4.86], [0.80, 3.24, 3.73], [-2.59, 5.26, -4.41], [0.55, 5.27, -0.24], [3.53, 4.77, 1.10], [3.62, 1.85, 0.30], [0.32, -3.16, 3.36], [-0.35, -6.59, -0.84], [-1.74, 4.49, -2.42], [0.90, 4.64, 2.81], [0.69, -5.19, 1.41], [-5.85, 1.19, -0.29], [-2.28, 0.45, -2.10], [0.53, 2.44, -2.17], [-2.29, -0.98, 1.55], [0.71, -4.73, 4.00], [-7.13, -5.65, -1.64], [-1.63, -0.52, 6.04], [-4.21, -2.10, 2.50], [0.93, -2.62, -3.39], [-0.41, 0.55, -0.51], [3.92, -2.54, -0.26], [-1.21, -2.33, 1.86], [4.23, 4.27, -0.47], [-1.13, -7.20, 1.18], [2.01, -4.82, 0.76], [5.04, 3.30, -3.91], [-1.92, -5.80, -1.47], [2.21, -3.44, -1.59], [0.91, 2.60, 1.48], [0.16, 0.93, 6.26], [6.17, 0.39, -1.93], [-3.34, 3.85, -2.00], [1.64, -0.22, -3.49], [1.65, 3.58, -3.66], [-1.54, -0.78, -4.38], [-0.61, 4.14, 3.54], [-2.84, 0.94, 4.15], [-5.90, -4.14, 0.00], [3.12, -0.85, 1.06], [-4.71, -5.26, -0.71], [2.69, 7.56, 1.22], [-0.95, -4.36, 3.89], [0.76, -0.54, 5.47], [-4.30, 1.77, 3.03], [1.31, -4.66, -1.43], [-3.51, 1.30, -2.98], [2.93, 2.57, 1.69], [4.40, 0.58, -2.73], [-7.00, -4.06, -2.29], [-3.54, 3.21, 2.28], [-1.81, -1.86, -0.31], [-5.98, -5.32, -2.91], [6.52, -0.18, 0.62], [-0.19, -4.16, 5.94], [5.81, -2.32, 0.97]]}